Entry 1:
{
  "formula": "C4H11N3O",
  "method": "ωB97M-V with the def2-TZVPD basis set",
  "total_charge": 0,
  "gap_ev": 4.3,
  "relative_energy_kcal_mol": 271.5,
  "energy_ha": -398.12157,
  "mol_weight_da": 117.2,
  "largest_force_ev_per_a": 3.1,
  "symbols": ["O", "N", "N", "N", "C", "C", "C", "C", "H", "H", "H", "H", "H", "H", "H", "H", "H", "H", "H"],
  "positions_angstrom": [[-1.588, -1.839, -1.341], [2.673, -1.139, 0.834], [-1.296, 2.173, -0.189], [-1.081, -0.107, 0.455], [1.175, -1.125, 0.505], [0.275, 0.164, 0.232], [2.880, -0.305, -0.146], [-1.855, 1.074, 0.542], [-1.838, 3.025, -0.028], [-2.004, 1.533, 1.575], [0.714, -1.446, 1.438], [0.907, -1.786, -0.317], [0.665, 1.004, 0.821], [2.753, 0.783, -0.097], [-1.339, -0.804, -0.336], [0.378, 0.614, -0.826], [3.335, -0.699, -1.078], [-2.835, 0.714, 0.205], [-1.920, -1.835, -2.250]],
  "forces_ev_per_a": [[0.265, 0.613, 0.699], [-0.805, 1.323, -2.328], [-0.518, -0.680, 1.194], [0.647, 1.752, 1.475], [-2.690, 0.689, 1.438], [2.636, 0.566, -1.122], [1.957, -1.545, 0.585], [0.663, 0.090, -2.024], [-0.176, -0.154, 0.174], [0.274, -0.687, -0.543], [-0.005, -0.614, -0.094], [0.387, -0.405, 0.128], [-0.483, 0.202, 0.270], [-0.983, 0.041, -0.287], [-1.449, -1.961, -1.079], [0.009, -0.731, 0.997], [0.659, 0.543, 0.136], [-0.525, 0.537, 0.059], [0.139, 0.420, 0.321]]
}

=====

Entry 2:
{
  "formula": "C5H14N2",
  "method": "ωB97M-V with the def2-TZVPD basis set",
  "total_charge": -1,
  "spin_multiplicity": 2,
  "gap_ev": [2.7, 9.2],
  "relative_energy_kcal_mol": 20.5,
  "energy_ha": -308.33040,
  "mol_weight_da": 102.2,
  "largest_force_ev_per_a": 2.0,
  "symbols": ["N", "N", "C", "C", "C", "C", "C", "H", "H", "H", "H", "H", "H", "H", "H", "H", "H", "H", "H", "H", "H"],
  "positions_angstrom": [[-0.400, 0.510, -0.323], [0.205, -2.210, 1.437], [0.977, 0.792, 0.103], [1.393, -1.354, 1.527], [1.202, 0.172, 1.467], [-2.156, 0.641, -2.008], [-0.664, 0.712, -1.714], [1.749, -1.493, 2.561], [-2.415, 0.948, -3.015], [-0.485, -1.886, 2.120], [-0.275, -0.131, -2.278], [-2.649, 1.377, -1.346], [2.236, -1.706, 0.941], [-0.151, 1.498, -2.286], [1.068, 1.866, 0.312], [-2.597, -0.306, -1.703], [0.387, 0.402, 2.153], [-1.020, 1.068, 0.263], [1.697, 0.478, -0.644], [2.176, 0.511, 1.834], [-0.278, -1.891, 0.599]],
  "forces_ev_per_a": [[0.479, -0.091, 0.129], [-0.552, 0.436, -0.849], [-1.181, 0.377, 1.118], [-0.210, 0.244, 1.908], [1.005, -1.454, -0.827], [-0.336, 1.343, 1.312], [-0.367, -1.093, -1.620], [0.117, -0.193, -0.039], [0.045, -0.290, -0.307], [0.485, -0.093, 0.295], [0.508, -0.636, 0.119], [-0.036, -0.062, -0.234], [-0.193, -0.081, -0.607], [-0.227, 0.816, 0.775], [0.333, 0.318, -0.652], [0.150, -0.242, -0.322], [0.118, 0.454, 0.054], [-0.071, 0.057, -0.183], [0.074, -0.096, -0.068], [-0.214, 0.600, 0.343], [0.069, -0.314, -0.347]]
}

=====

Entry 3:
{
  "formula": "H15NO6",
  "method": "ωB97M-V with the def2-TZVPD basis set",
  "total_charge": 0,
  "gap_ev": 11.0,
  "relative_energy_kcal_mol": 39.5,
  "energy_ha": -515.15649,
  "mol_weight_da": 125.1,
  "largest_force_ev_per_a": 10.0,
  "symbols": ["O", "O", "O", "O", "O", "O", "N", "H", "H", "H", "H", "H", "H", "H", "H", "H", "H", "H", "H", "H", "H", "H"],
  "positions_angstrom": [[2.070, -0.587, -1.253], [-1.843, 1.445, 0.323], [-2.703, -0.967, -0.041], [-1.240, -0.906, 2.272], [-0.562, -1.522, -2.235], [2.304, 0.012, 1.476], [0.882, 2.082, -0.127], [-2.218, -0.094, 0.010], [-1.758, -1.298, 1.552], [-1.573, 1.454, 1.226], [1.431, 1.841, -0.985], [-3.600, -0.801, 0.019], [-0.945, 1.548, -0.055], [-1.059, -0.850, -1.719], [2.403, -0.414, -2.003], [1.330, 2.903, 0.109], [1.205, 1.387, 0.467], [-1.006, -2.394, -2.160], [-0.247, -1.053, 2.187], [3.258, 0.269, 1.296], [1.343, -1.146, -1.478], [2.525, -0.910, 1.122]],
  "forces_ev_per_a": [[-2.939, -1.569, 8.466], [0.411, 0.102, -1.096], [3.229, -0.885, -0.513], [1.944, 0.130, 0.659], [-0.030, -0.089, 0.230], [3.128, -2.032, -0.842], [-0.463, -0.843, -3.637], [-0.969, -0.135, 0.268], [0.500, -0.070, -0.244], [-0.232, -0.206, 1.577], [-1.048, -0.007, 0.582], [-2.681, 0.714, 0.146], [0.073, 0.605, -0.515], [0.001, -1.154, -0.409], [4.261, 2.204, -8.728], [0.732, 2.450, 1.175], [0.772, -1.657, 1.782], [0.098, 1.176, 0.240], [-2.279, 0.046, -0.234], [-1.593, 0.723, 0.621], [-1.382, -0.782, -0.064], [-1.535, 1.281, 0.536]]
}

=====

> Number 1 is which compound?

C4H11N3O

=====

What did the third record say?
{
  "formula": "H15NO6",
  "method": "ωB97M-V with the def2-TZVPD basis set",
  "total_charge": 0,
  "gap_ev": 11.0,
  "relative_energy_kcal_mol": 39.5,
  "energy_ha": -515.15649,
  "mol_weight_da": 125.1,
  "largest_force_ev_per_a": 10.0,
  "symbols": ["O", "O", "O", "O", "O", "O", "N", "H", "H", "H", "H", "H", "H", "H", "H", "H", "H", "H", "H", "H", "H", "H"],
  "positions_angstrom": [[2.070, -0.587, -1.253], [-1.843, 1.445, 0.323], [-2.703, -0.967, -0.041], [-1.240, -0.906, 2.272], [-0.562, -1.522, -2.235], [2.304, 0.012, 1.476], [0.882, 2.082, -0.127], [-2.218, -0.094, 0.010], [-1.758, -1.298, 1.552], [-1.573, 1.454, 1.226], [1.431, 1.841, -0.985], [-3.600, -0.801, 0.019], [-0.945, 1.548, -0.055], [-1.059, -0.850, -1.719], [2.403, -0.414, -2.003], [1.330, 2.903, 0.109], [1.205, 1.387, 0.467], [-1.006, -2.394, -2.160], [-0.247, -1.053, 2.187], [3.258, 0.269, 1.296], [1.343, -1.146, -1.478], [2.525, -0.910, 1.122]],
  "forces_ev_per_a": [[-2.939, -1.569, 8.466], [0.411, 0.102, -1.096], [3.229, -0.885, -0.513], [1.944, 0.130, 0.659], [-0.030, -0.089, 0.230], [3.128, -2.032, -0.842], [-0.463, -0.843, -3.637], [-0.969, -0.135, 0.268], [0.500, -0.070, -0.244], [-0.232, -0.206, 1.577], [-1.048, -0.007, 0.582], [-2.681, 0.714, 0.146], [0.073, 0.605, -0.515], [0.001, -1.154, -0.409], [4.261, 2.204, -8.728], [0.732, 2.450, 1.175], [0.772, -1.657, 1.782], [0.098, 1.176, 0.240], [-2.279, 0.046, -0.234], [-1.593, 0.723, 0.621], [-1.382, -0.782, -0.064], [-1.535, 1.281, 0.536]]
}